*i*
# C9H14S

2 unconnected molecules or ions with the total composition C9H14S (ωB97M-V/def2-TZVPD, the Open Molecules 2025 dataset).

Atoms and positions in Å:
C 0.816 -1.192 -1.605
C 1.084 0.260 -1.277
C 2.054 0.643 -0.362
C 2.077 1.950 0.115
C 1.167 2.880 -0.336
C 0.347 2.574 -1.434
C 0.349 1.278 -1.898
H 1.527 -1.781 -1.041
H 1.001 -1.350 -2.666
H -0.176 -1.439 -1.259
H 2.646 -0.121 0.130
H 2.823 2.243 0.844
H 0.988 3.816 0.182
H -0.219 3.365 -1.908
H -0.339 0.937 -2.666
C -2.182 -1.074 0.973
C -1.415 -1.400 2.252
S -0.999 -3.168 2.350
H -3.232 -1.319 1.084
H -1.620 -1.617 0.216
H -1.994 -0.042 0.689
H -0.533 -0.830 2.482
H -1.946 -1.051 3.151
H -2.226 -3.561 1.983

Total charge: 0
Gap between HOMO and LUMO: 9.890 eV
HOMO: -9.0 eV
SMILES string: Cc1ccccc1.CCS


*ii*
# C9H14S

2 unconnected molecules or ions with the total composition C9H14S (ωB97M-V/def2-TZVPD, the Open Molecules 2025 dataset).

Atoms and positions in Å:
C 2.003 1.461 0.045
C 1.515 0.121 -0.394
C 1.869 -1.023 0.322
C 1.427 -2.271 -0.124
C 0.597 -2.385 -1.225
C 0.250 -1.250 -1.947
C 0.693 -0.005 -1.508
H 2.295 1.617 1.086
H 1.255 2.227 -0.173
H 2.933 1.745 -0.465
H 2.559 -0.954 1.152
H 1.656 -3.161 0.450
H 0.279 -3.371 -1.536
H -0.379 -1.303 -2.825
H 0.290 0.878 -1.991
C -1.680 -0.365 1.410
S -2.932 0.848 1.962
C -2.650 2.078 0.667
H -0.661 0.013 1.432
H -1.820 -1.215 2.072
H -1.866 -0.714 0.392
H -1.650 2.506 0.805
H -3.345 2.910 0.712
H -2.638 1.615 -0.318

Total charge: 0
Gap between HOMO and LUMO: 9.268 eV
HOMO: -8.4 eV
SMILES string: Cc1ccccc1.CSC


*iii*
# C9H14S

2 unconnected molecules or ions with the total composition C9H14S (ωB97M-V/def2-TZVPD, the Open Molecules 2025 dataset).

Atoms and positions in Å:
C 1.791 0.865 -1.587
C 0.709 -0.138 -1.895
C -0.577 0.401 -2.153
C -1.691 -0.409 -2.228
C -1.541 -1.778 -2.046
C -0.364 -2.385 -1.714
C 0.754 -1.506 -1.607
H 1.665 1.457 -0.623
H 1.975 1.548 -2.275
H 2.770 0.370 -1.482
H -0.810 1.534 -2.042
H -2.660 0.147 -2.189
H -2.539 -2.253 -1.952
H -0.104 -3.504 -1.587
H 1.594 -1.815 -1.029
C 0.367 -0.664 2.205
C -0.480 0.628 2.255
S 0.192 2.039 3.216
H 1.211 -0.752 2.961
H 1.094 -0.629 1.276
H -0.250 -1.543 2.213
H -0.513 0.934 1.174
H -1.472 0.516 2.856
H 1.166 1.288 3.862

Total charge: 0
Gap between HOMO and LUMO: 9.788 eV
HOMO: -8.9 eV
SMILES string: Cc1ccccc1.CCS


*iv*
# C9H14S

2 unconnected molecules or ions with the total composition C9H14S (ωB97M-V/def2-TZVPD, the Open Molecules 2025 dataset).

Atoms and positions in Å:
C 2.090 -0.388 -1.763
C 0.999 -1.060 -0.996
C 1.405 -1.707 0.235
C 0.493 -2.354 1.005
C -0.892 -2.372 0.634
C -1.245 -1.850 -0.572
C -0.306 -1.238 -1.385
H 3.039 -0.816 -1.462
H 2.155 0.699 -1.553
H 1.899 -0.387 -2.850
H 2.451 -1.566 0.491
H 0.760 -2.777 1.960
H -1.571 -2.877 1.285
H -2.321 -1.691 -0.766
H -0.534 -1.051 -2.436
C -1.216 1.209 0.100
S -0.007 2.602 0.235
C -0.650 3.548 1.693
H -2.134 1.465 0.619
H -1.470 1.154 -0.948
H -0.641 0.414 0.560
H -1.486 2.974 2.070
H -0.945 4.527 1.354
H 0.125 3.541 2.487

Total charge: 0
Gap between HOMO and LUMO: 9.258 eV
HOMO: -8.3 eV
SMILES string: Cc1ccccc1.CSC


*ii* has the most favorable energy; the next structure is 0.451 eV above.


*i*
# H14LiO7

A molecular structure, H14LiO7 (ωB97M-V/def2-TZVPD, the Open Molecules 2025 dataset).

Atoms and positions in Å:
Li -0.175 -0.134 -0.152
O -2.235 0.995 0.069
H -2.366 -0.015 -0.272
H -2.638 0.771 0.910
O -2.064 -1.991 -0.273
H -2.867 -2.338 0.223
H -2.050 -2.260 -1.029
O -0.614 -0.095 -2.259
H -0.286 0.787 -2.660
H -0.322 -0.680 -2.863
O 0.036 -0.118 2.191
H -0.484 0.695 2.058
H 0.847 0.342 2.208
O 0.967 1.772 -0.380
H 0.395 2.378 -0.099
H 1.381 2.169 -1.056
O 2.587 1.236 1.511
H 3.571 0.983 1.433
H 2.127 1.314 0.674
O 1.174 -1.674 -0.087
H 1.047 -2.397 0.395
H 1.960 -1.738 -0.542

Total charge: +1
Gap between HOMO and LUMO: 11.092 eV
HOMO: -14.5 eV


*ii*
# H14LiO7

A molecular structure, H14LiO7 (ωB97M-V/def2-TZVPD, the Open Molecules 2025 dataset).

Atoms and positions in Å:
Li 32.920 3.539 7.775
O 33.368 0.364 8.572
H 33.097 1.160 8.043
H 32.620 0.213 9.327
O 33.111 5.447 8.716
H 33.795 5.947 8.316
H 32.811 5.834 9.484
O 33.016 1.751 6.458
H 33.785 1.934 5.939
H 32.134 1.696 6.070
O 35.212 3.813 7.057
H 35.446 3.619 7.861
H 35.583 4.757 7.280
O 32.771 4.569 5.798
H 32.188 4.261 5.221
H 33.555 4.477 5.443
O 33.081 2.699 9.574
H 32.684 2.275 10.382
H 33.501 3.441 10.061
O 30.880 3.246 7.896
H 30.386 2.530 7.606
H 30.493 3.957 7.563

Total charge: +1
Gap between HOMO and LUMO: 9.791 eV
HOMO: -13.3 eV


*i* has the most favorable energy; the next structure is 0.330 eV above.


*i*
# H14LiO7

A molecular structure, H14LiO7 (ωB97M-V/def2-TZVPD, the Open Molecules 2025 dataset).

Atoms and positions in Å:
Li 0.060 -0.350 -0.581
O 1.894 0.664 -0.933
H 1.707 1.215 -1.628
H 1.844 1.084 -0.015
O -0.933 0.818 -2.057
H -1.404 0.853 -2.944
H -0.725 1.731 -1.645
O 0.043 -2.147 -1.640
H 0.578 -2.139 -2.389
H 0.095 -2.912 -1.088
O -0.350 1.691 0.873
H -1.248 1.501 0.714
H -0.422 2.565 0.843
O -2.032 -0.882 0.150
H -2.957 -0.475 -0.089
H -1.951 -1.613 0.858
O 1.189 1.048 2.472
H 0.465 1.116 1.867
H 0.777 1.605 3.252
O 1.038 -1.643 0.974
H 0.458 -2.017 1.624
H 1.872 -1.709 1.382

Total charge: +1
Gap between HOMO and LUMO: 10.456 eV
HOMO: -14.0 eV


*ii*
# H14LiO7

A molecular structure, H14LiO7 (ωB97M-V/def2-TZVPD, the Open Molecules 2025 dataset).

Atoms and positions in Å:
Li 0.526 -0.099 0.190
O 1.170 2.417 0.036
H 1.740 2.940 -0.517
H 1.170 3.020 0.863
O -2.502 -0.592 -1.770
H -2.208 -0.485 -0.774
H -2.619 -1.575 -1.852
O -0.179 -0.520 -2.155
H -0.033 -1.250 -2.887
H -1.168 -0.280 -2.103
O 0.672 0.600 2.351
H 0.608 -0.213 2.756
H 0.254 1.251 2.844
O -0.148 -1.982 0.731
H -1.109 -2.177 0.671
H 0.154 -2.396 1.590
O 2.378 -0.183 -0.384
H 2.631 -0.876 -1.129
H 2.683 0.758 -0.575
O -1.142 0.359 0.426
H -1.818 0.033 1.203
H -1.062 1.247 0.489

Total charge: +1
Gap between HOMO and LUMO: 9.884 eV
HOMO: -13.6 eV


*i* has the most favorable energy; the next structure is 0.180 eV above.